Arrangement A

Density functional theory data (wB97M-V/def2-TZVPD) for the molecule C20H33ClN2O4.

Computed properties:
frontier orbital gap: 9.70 eV
SMILES: CN(CC1(O)CN(C(=O)C[C@@H]2C[C@@H](O)C2(C)C)C1)C(=O)C1(Cl)CCCCC1
LUMO energy: 0.402 eV

```
! RIJCOSX wB97M-V def2-TZVPD def2/J DEFGRID3
* xyz 0 1
C -3.33 2.71 -2.60
N -2.60 2.12 -1.48
C -2.23 0.73 -1.66
C -1.21 0.46 -2.75
O -1.79 0.67 -4.01
C 0.18 1.11 -2.48
N 0.62 -0.19 -1.99
C 1.86 -0.54 -1.58
O 2.75 0.28 -1.46
C 2.02 -2.00 -1.21
C 1.33 -2.24 0.12
C 1.88 -1.48 1.35
C 1.57 -2.71 2.21
O 0.31 -2.50 2.83
C 1.50 -3.57 0.91
C 0.36 -4.56 0.79
C 2.84 -4.24 0.66
C -0.53 -0.92 -2.52
C -1.85 3.04 -0.77
O -1.71 4.17 -1.20
C -1.35 2.78 0.68
Cl -2.78 3.48 1.61
C -0.13 3.65 0.94
C 0.31 3.63 2.40
C 0.53 2.21 2.91
C -0.70 1.35 2.68
C -1.13 1.37 1.21
H -3.82 3.62 -2.26
H -2.68 2.95 -3.44
H -4.08 1.99 -2.93
H -1.82 0.34 -0.74
H -3.13 0.15 -1.90
H -1.11 0.63 -4.69
H 0.69 1.42 -3.39
H 0.24 1.92 -1.75
H 1.62 -2.65 -2.00
H 3.09 -2.19 -1.12
H 0.26 -2.03 0.04
H 2.95 -1.28 1.25
H 1.38 -0.56 1.65
H 2.31 -3.02 2.94
H 0.04 -3.31 3.28
H 0.49 -5.39 1.49
H -0.60 -4.08 0.99
H 0.33 -4.99 -0.21
H 2.99 -5.05 1.37
H 2.90 -4.66 -0.34
H 3.67 -3.54 0.78
H -1.02 -1.61 -1.83
H -0.32 -1.44 -3.46
H 0.67 3.26 0.30
H -0.35 4.66 0.61
H 1.23 4.21 2.50
H -0.44 4.13 3.01
H 1.39 1.77 2.38
H 0.79 2.22 3.97
H -0.49 0.32 2.96
H -1.52 1.71 3.30
H -2.03 0.76 1.07
H -0.31 0.93 0.62
*
```

=====

Arrangement B

Density functional theory data (wB97M-V/def2-TZVPD) for the molecule C20H33ClN2O4.

Computed properties:
frontier orbital gap: 9.73 eV
SMILES: CN(CC1(O)CN(C(=O)C[C@@H]2C[C@@H](O)C2(C)C)C1)C(=O)C1(Cl)CCCCC1
LUMO energy: 0.398 eV

```
! RIJCOSX wB97M-V def2-TZVPD def2/J DEFGRID3
* xyz 0 1
C -2.88 -3.27 -2.25
N -2.09 -2.51 -1.29
C -0.99 -1.75 -1.86
C -1.39 -0.53 -2.69
O -1.97 -0.96 -3.88
C -2.12 0.57 -1.87
N -0.84 1.25 -1.75
C -0.57 2.46 -1.20
O -1.43 3.09 -0.61
C 0.88 2.88 -1.26
C 1.63 2.12 -0.17
C 1.26 2.40 1.30
C 2.75 2.24 1.66
O 2.96 0.91 2.11
C 3.11 2.48 0.17
C 4.16 1.58 -0.45
C 3.44 3.95 -0.07
C -0.18 0.45 -2.79
C -2.82 -2.07 -0.20
O -4.03 -2.21 -0.19
C -2.12 -1.74 1.15
Cl -3.26 -0.67 2.06
C -0.73 -1.10 1.19
C -0.18 -0.97 2.61
C -0.13 -2.34 3.29
C -1.50 -3.01 3.29
C -2.07 -3.10 1.88
H -3.39 -4.08 -1.73
H -3.63 -2.67 -2.76
H -2.20 -3.69 -2.99
H -0.32 -1.40 -1.09
H -0.42 -2.42 -2.51
H -2.34 -0.20 -4.35
H -2.85 1.13 -2.47
H -2.59 0.29 -0.93
H 1.31 2.67 -2.24
H 0.91 3.95 -1.08
H 1.57 1.05 -0.36
H 0.90 3.41 1.45
H 0.59 1.71 1.80
H 3.17 2.96 2.37
H 3.91 0.77 2.23
H 5.16 1.81 -0.06
H 3.95 0.53 -0.25
H 4.20 1.72 -1.53
H 4.42 4.18 0.36
H 3.48 4.18 -1.13
H 2.70 4.61 0.40
H 0.80 0.06 -2.54
H -0.14 0.96 -3.76
H -0.05 -1.77 0.66
H -0.73 -0.14 0.68
H 0.82 -0.53 2.56
H -0.81 -0.29 3.19
H 0.59 -2.97 2.76
H 0.24 -2.23 4.32
H -1.43 -4.01 3.71
H -2.19 -2.44 3.92
H -3.08 -3.52 1.90
H -1.45 -3.76 1.27
*
```

=====

The energy of each structure relative to the most stable one, in kcal/mol, is as follows: arrangement A 0.0; arrangement B 1.7.

=====

Arrangement A

Density functional theory data (wB97M-V/def2-TZVPD) for a cluster of 6 separate species, C12H36O6 in total.

Computed properties:
frontier orbital gap: 9.87 eV
SMILES: CC(C)O.CC(C)O.CC(C)O.CO.CO.CO
LUMO energy: 0.491 eV

```
! RIJCOSX wB97M-V def2-TZVPD def2/J DEFGRID3
* xyz 0 1
C -7.10 -34.09 4.80
C -6.72 -32.68 4.93
C -5.58 -32.35 3.92
O -7.63 -31.84 4.74
H -7.80 -34.28 5.57
H -6.20 -34.67 4.94
H -7.55 -34.19 3.87
H -6.33 -32.51 5.91
H -5.92 -32.53 2.89
H -4.71 -32.95 4.05
H -5.38 -31.29 4.05
H -7.68 -31.70 3.74
C -10.90 -31.02 4.65
C -10.61 -31.34 6.10
C -10.53 -32.86 6.21
O -9.64 -30.73 6.57
H -11.68 -31.59 4.15
H -10.06 -31.29 4.06
H -11.17 -30.00 4.51
H -11.44 -30.99 6.71
H -10.68 -33.15 7.26
H -9.59 -33.32 5.92
H -11.36 -33.25 5.62
H -8.88 -30.83 6.08
C -10.46 -34.70 0.12
C -11.68 -35.56 0.16
C -12.72 -35.17 1.16
O -12.34 -35.52 -0.94
H -9.96 -34.86 -0.80
H -9.89 -35.01 0.99
H -10.75 -33.62 0.24
H -11.32 -36.53 0.46
H -13.56 -35.87 1.25
H -13.18 -34.21 0.94
H -12.23 -34.98 2.13
H -11.72 -35.57 -1.66
C -8.02 -30.40 1.84
O -8.59 -31.72 1.97
H -7.71 -30.15 0.80
H -7.09 -30.29 2.36
H -8.68 -29.50 2.11
H -8.55 -32.20 1.13
C -10.23 -35.26 3.85
O -10.19 -33.93 3.31
H -10.18 -36.12 3.13
H -11.16 -35.34 4.32
H -9.46 -35.24 4.64
H -9.47 -33.46 3.65
C -11.73 -31.02 1.64
O -12.16 -30.98 0.29
H -12.47 -30.44 2.21
H -10.76 -30.50 1.69
H -11.64 -32.07 2.06
H -12.54 -30.11 0.11
*
```

=====

Arrangement B

Density functional theory data (wB97M-V/def2-TZVPD) for a cluster of 6 separate species, C12H36O6 in total.

Computed properties:
frontier orbital gap: 10.53 eV
SMILES: CCO.CCO.CCO.CCO.CCO.CCO
LUMO energy: 0.539 eV

```
! RIJCOSX wB97M-V def2-TZVPD def2/J DEFGRID3
* xyz 0 1
C 38.09 25.88 12.79
C 39.33 24.87 12.56
O 39.65 24.78 11.15
H 38.58 26.84 12.64
H 37.56 25.86 13.74
H 37.31 25.68 12.05
H 39.04 23.86 12.84
H 40.22 25.27 13.05
H 40.14 23.96 11.03
C 34.13 30.56 11.79
C 33.63 31.93 11.92
O 34.22 32.68 10.89
H 35.20 30.53 12.00
H 34.03 30.21 10.76
H 33.59 29.83 12.40
H 33.94 32.37 12.87
H 32.54 31.91 11.97
H 35.14 32.78 11.13
C 45.86 24.37 11.39
C 47.38 24.37 11.23
O 47.89 23.83 12.41
H 45.54 23.33 11.39
H 45.28 24.86 10.61
H 45.55 24.79 12.35
H 47.71 25.37 10.95
H 47.64 23.70 10.41
H 48.83 23.76 12.27
C 40.80 21.14 7.04
C 41.97 20.72 7.87
O 41.60 20.68 9.27
H 39.86 20.80 7.48
H 40.81 20.90 5.98
H 40.78 22.22 7.17
H 42.84 21.32 7.59
H 42.26 19.70 7.60
H 41.65 19.82 9.69
C 32.89 27.75 17.62
C 32.74 28.34 18.99
O 33.94 29.06 19.28
H 33.90 27.35 17.64
H 32.73 28.49 16.84
H 32.23 26.89 17.51
H 32.70 27.48 19.66
H 31.82 28.90 19.13
H 34.61 28.39 19.42
C 35.92 27.80 6.30
C 36.40 26.76 7.28
O 37.11 27.46 8.26
H 36.69 28.51 6.01
H 35.10 28.42 6.67
H 35.44 27.37 5.42
H 37.02 26.00 6.82
H 35.53 26.33 7.78
H 37.69 26.87 8.75
*
```

=====

The energy of each structure relative to the most stable one, in kcal/mol, is as follows: arrangement A 33.2; arrangement B 0.0.

=====

Arrangement A

Density functional theory data (wB97M-V/def2-TZVPD) for a cluster of 6 separate species, BrH10O5 in total.

Computed properties:
frontier orbital gap: 8.93 eV
LUMO energy: 3.492 eV

```
! RIJCOSX wB97M-V def2-TZVPD def2/J DEFGRID3
* xyz -1 1
Br 0.59 -0.79 -0.14
O -1.24 0.68 2.09
H -0.60 1.38 2.30
H -0.70 0.19 1.50
O 1.56 1.83 1.99
H 2.53 2.06 2.02
H 1.48 1.03 1.47
O 1.70 0.75 -2.81
H 1.25 -0.09 -2.66
H 1.03 1.32 -2.51
O -1.50 -2.54 1.49
H -0.74 -2.07 1.15
H -1.39 -2.53 2.45
O -1.35 -0.71 -2.98
H -1.69 0.13 -3.23
H -0.91 -0.65 -2.13
*
```

=====

Arrangement B

Density functional theory data (wB97M-V/def2-TZVPD) for a cluster of 6 separate species, BrH10O5 in total.

Computed properties:
frontier orbital gap: 8.90 eV
LUMO energy: 3.434 eV

```
! RIJCOSX wB97M-V def2-TZVPD def2/J DEFGRID3
* xyz -1 1
Br 24.43 21.66 -15.63
O 24.94 20.13 -18.90
H 24.27 20.66 -19.33
H 24.83 20.34 -17.95
O 22.93 23.82 -18.25
H 23.67 23.39 -17.80
H 22.49 23.11 -18.72
O 25.45 20.02 -12.81
H 25.44 20.69 -12.12
H 25.42 20.55 -13.64
O 22.96 22.34 -12.60
H 22.64 21.47 -12.32
H 23.42 22.16 -13.45
O 23.91 18.15 -15.58
H 23.69 17.83 -14.70
H 24.16 19.08 -15.45
*
```

=====

The energy of each structure relative to the most stable one, in kcal/mol, is as follows: arrangement A 8.4; arrangement B 0.0.

=====

Arrangement A

Density functional theory data (wB97M-V/def2-TZVPD) for a cluster of 2 separate species, FH3N2O in total.

Computed properties:
frontier orbital gap (alpha / beta): 9.20 / 8.82 eV
LUMO energy (alpha / beta): -0.862 / -0.588 eV

```
! RIJCOSX wB97M-V def2-TZVPD def2/J DEFGRID3
* xyz 0 1
N 0.79 0.27 0.38
N 0.08 -0.70 -0.17
O -1.17 -0.74 0.17
F -2.14 0.73 -0.04
H 0.33 1.18 0.52
H 1.77 0.23 0.46
H 0.34 -0.97 -1.31
*
```

=====

Arrangement B

Density functional theory data (wB97M-V/def2-TZVPD) for the molecule FH3N2O.

Computed properties:
frontier orbital gap: 10.65 eV
SMILES: NNOF
LUMO energy: 0.847 eV

```
! RIJCOSX wB97M-V def2-TZVPD def2/J DEFGRID3
* xyz 0 1
N -0.18 0.21 -0.10
N 0.54 -0.82 -0.48
O 1.91 -1.03 0.45
F 1.87 -0.20 1.52
H 0.49 1.03 -0.07
H -0.54 0.28 0.94
H 0.08 -1.76 -0.18
*
```

=====

The energy of each structure relative to the most stable one, in kcal/mol, is as follows: arrangement A 0.0; arrangement B 5.8.

=====

Arrangement A

Density functional theory data (wB97M-V/def2-TZVPD) for a cluster of 4 separate species, C4H8Cl8 in total.

Computed properties:
frontier orbital gap: 11.26 eV
SMILES: ClCCl.ClCCl.ClCCl.ClCCl
LUMO energy: 0.376 eV

```
! RIJCOSX wB97M-V def2-TZVPD def2/J DEFGRID3
* xyz 0 1
Cl -3.12 -0.66 -3.39
C -2.97 -1.01 -5.14
Cl -1.88 0.19 -5.88
H -2.55 -2.00 -5.30
H -3.98 -0.89 -5.52
Cl 3.32 2.07 -0.78
C 2.15 0.78 -0.48
Cl 3.06 -0.57 0.14
H 1.39 1.10 0.23
H 1.66 0.44 -1.40
Cl 6.34 -3.73 6.05
C 5.76 -4.90 4.81
Cl 5.42 -6.50 5.54
H 4.89 -4.60 4.24
H 6.56 -5.01 4.08
Cl -3.60 4.66 0.25
C -5.32 4.95 0.57
Cl -5.68 6.69 0.53
H -5.92 4.39 -0.14
H -5.53 4.59 1.58
*
```

=====

Arrangement B

Density functional theory data (wB97M-V/def2-TZVPD) for a structure of composition C4H8Cl8.

Computed properties:
frontier orbital gap: 10.60 eV
LUMO energy: 0.320 eV

```
! RIJCOSX wB97M-V def2-TZVPD def2/J DEFGRID3
* xyz 0 1
C -1.13 -0.60 -0.02
Cl -1.51 0.91 -0.93
Cl -0.05 -1.70 -0.92
H -0.63 -0.38 0.93
H -2.03 -1.22 0.02
C 1.29 0.97 0.94
Cl 1.44 0.72 2.68
Cl 2.39 -0.11 -0.02
H 0.28 0.62 0.73
H 1.42 2.03 0.73
C -0.79 2.73 -2.39
Cl -0.95 3.14 -4.08
Cl -0.44 4.15 -1.39
H -1.67 2.16 -2.09
H 0.08 2.10 -2.20
C 0.36 -3.14 1.49
Cl 0.74 -1.50 2.08
Cl 1.77 -4.22 1.64
H -0.32 -3.56 2.23
H -0.22 -3.11 0.57
*
```

=====

The energy of each structure relative to the most stable one, in kcal/mol, is as follows: arrangement A 0.0; arrangement B 84.3.

=====

Arrangement A

Density functional theory data (wB97M-V/def2-TZVPD) for the molecule C6H11P.

Computed properties:
frontier orbital gap (alpha / beta): 7.41 / 7.37 eV
SMILES: C=P(C)(C)C#CC
LUMO energy (alpha / beta): 0.136 / 0.099 eV

```
! RIJCOSX wB97M-V def2-TZVPD def2/J DEFGRID3
* xyz 0 1
C 1.85 -0.44 -1.60
P 0.97 -0.10 -0.17
C 1.34 -1.39 1.06
C 1.64 1.43 0.55
C -0.72 0.27 0.07
C -2.25 0.01 -0.17
C -3.66 0.20 -0.30
H 1.81 0.39 -2.30
H 1.57 -1.39 -2.06
H 2.39 -1.30 1.33
H 0.71 -1.28 1.94
H 1.18 -2.37 0.61
H 1.27 2.29 -0.03
H 1.29 1.53 1.58
H 2.73 1.40 0.51
H -4.00 -0.27 -1.23
H -4.19 -0.26 0.53
H -3.92 1.27 -0.34
*
```

=====

Arrangement B

Density functional theory data (wB97M-V/def2-TZVPD) for the molecule C6H11P.

Computed properties:
frontier orbital gap: 9.40 eV
SMILES: C[C@@]12CC[C@]1(P)C2
LUMO energy: 1.001 eV

```
! RIJCOSX wB97M-V def2-TZVPD def2/J DEFGRID3
* xyz 0 1
C -1.60 0.99 -0.12
C -0.50 0.03 0.23
C -0.64 -1.42 0.74
C 0.71 -1.76 0.00
C 0.84 -0.33 -0.31
P 1.66 0.60 -2.14
C 0.80 0.62 0.79
H -2.52 0.76 0.58
H -1.87 0.90 -1.09
H -1.35 1.90 0.15
H -1.54 -1.87 0.22
H -0.48 -1.49 1.81
H 1.39 -2.23 0.60
H 0.34 -2.55 -0.69
H 2.28 1.65 -1.35
H 0.44 1.22 -2.32
H 0.85 1.73 0.72
H 1.04 0.17 1.79
*
```

=====

The energy of each structure relative to the most stable one, in kcal/mol, is as follows: arrangement A 47.5; arrangement B 0.0.